{
  "formula": "C50H61Br2FN2O21PS",
  "method": "ωB97M-V with the def2-TZVPD basis set",
  "total_charge": 1,
  "spin_multiplicity": 1,
  "energy_ha": -9618.33497,
  "species": ["C", "C", "C", "C", "O", "C", "N", "C", "N", "C", "O", "P", "S", "C", "C", "F", "C", "C", "C", "C", "C", "O", "C", "Br", "C", "C", "Br", "C", "C", "C", "C", "C", "C", "C", "O", "C", "C", "O", "H", "H", "H", "H", "H", "H", "H", "H", "H", "H", "H", "H", "H", "H", "H", "H", "H", "H", "H", "H", "H", "H", "H", "H", "H", "H", "H", "H", "H", "H", "H", "H", "H", "H", "H", "H", "H", "H", "H", "H", "H", "H", "H", "H", "H", "C", "C", "C", "O", "C", "C", "C", "O", "O", "O", "H", "H", "H", "H", "C", "C", "C", "O", "C", "C", "C", "O", "O", "O", "H", "H", "H", "H", "C", "C", "C", "O", "C", "C", "C", "O", "O", "O", "H", "H", "H", "H", "C", "C", "C", "O", "C", "C", "C", "O", "O", "O", "H", "H", "H", "H"],
  "xyz": [[-4.420, 0.764, -2.154], [-3.363, 1.741, -1.454], [-2.699, 0.913, -0.298], [-1.495, 1.670, 0.454], [-0.322, 1.251, -0.209], [0.967, 1.458, 0.225], [1.827, 0.668, -0.757], [3.105, 0.162, -0.230], [3.866, -0.780, -1.070], [3.524, -0.850, -2.260], [3.173, -0.572, -3.319], [4.181, 1.778, -0.329], [4.598, 2.315, -2.144], [3.066, -0.556, 1.221], [4.400, -0.222, 1.933], [4.488, 0.975, 2.697], [5.162, -1.292, 2.852], [4.940, -1.055, 4.412], [1.623, -0.407, 1.980], [0.457, -1.302, 1.257], [0.730, -2.098, -0.040], [0.283, -3.475, 0.032], [1.579, -1.172, 3.324], [2.509, -2.968, 3.303], [0.878, -1.150, 4.481], [0.930, -2.052, 5.738], [-0.624, 0.099, 4.620], [1.408, 1.152, 1.747], [0.753, 2.142, 2.788], [1.244, 3.674, 2.581], [0.105, 4.673, 3.029], [-0.040, 5.815, 1.918], [-1.205, 5.403, 0.934], [-1.988, 6.618, 0.291], [-2.596, 6.233, -0.961], [-1.619, 6.107, -1.958], [-1.654, 4.796, -2.823], [-0.747, 6.909, -2.148], [-4.899, 0.177, -1.316], [-5.194, 1.317, -2.743], [-3.889, -0.012, -2.781], [-2.563, 2.004, -2.195], [-3.896, 2.618, -1.008], [-2.265, -0.022, -0.770], [-3.461, 0.532, 0.447], [-1.548, 1.199, 1.482], [-1.778, 2.750, 0.439], [1.245, 2.548, 0.061], [2.034, 1.377, -1.503], [1.202, 0.022, -1.270], [3.462, 2.856, 0.298], [5.419, 1.695, 0.345], [3.165, -1.660, 0.998], [5.174, -0.244, 1.096], [5.020, -2.343, 2.510], [6.283, -1.142, 2.753], [4.819, -2.047, 4.927], [3.959, -0.528, 4.607], [5.776, -0.467, 4.858], [0.072, -2.128, 1.934], [-0.474, -0.659, 1.251], [1.752, -2.133, -0.489], [0.069, -1.647, -0.858], [-0.230, -3.627, -0.782], [-0.028, -2.038, 6.336], [1.177, -3.127, 5.615], [1.690, -1.594, 6.444], [2.416, 1.689, 1.783], [1.261, 1.901, 3.765], [-0.347, 2.205, 2.828], [1.626, 3.887, 1.550], [2.128, 3.891, 3.255], [0.374, 5.206, 3.989], [-0.904, 4.227, 3.198], [-0.202, 6.802, 2.425], [0.899, 5.892, 1.310], [-1.994, 4.760, 1.431], [-0.738, 4.713, 0.163], [-1.301, 7.497, 0.224], [-2.847, 6.834, 0.990], [-2.696, 4.502, -3.100], [-1.008, 4.978, -3.720], [-1.154, 3.962, -2.245], [6.105, -4.918, 6.359], [6.277, -5.712, 7.421], [7.365, -5.461, 8.415], [7.475, -6.197, 9.376], [8.263, -4.331, 8.179], [8.092, -3.540, 7.116], [6.987, -3.775, 6.137], [6.855, -3.017, 5.190], [8.908, -2.494, 6.877], [5.479, -6.771, 7.644], [5.320, -5.087, 5.634], [9.057, -4.170, 8.895], [8.576, -2.085, 6.055], [5.808, -7.177, 8.470], [-1.147, -1.402, -7.150], [-0.947, -0.523, -6.165], [-2.076, -0.009, -5.334], [-1.843, 0.780, -4.430], [-3.425, -0.476, -5.644], [-3.629, -1.355, -6.633], [-2.494, -1.890, -7.448], [-2.719, -2.700, -8.325], [-4.860, -1.796, -6.938], [0.287, -0.058, -5.875], [-0.336, -1.782, -7.756], [-4.237, -0.083, -5.046], [-4.739, -2.419, -7.682], [0.163, 0.559, -5.129], [0.411, -6.598, -2.710], [0.965, -7.501, -3.528], [1.013, -7.287, -5.009], [1.542, -8.122, -5.715], [0.408, -6.066, -5.545], [-0.147, -5.171, -4.725], [-0.169, -5.374, -3.247], [-0.674, -4.514, -2.539], [-0.713, -4.037, -5.190], [1.504, -8.637, -3.059], [0.371, -6.739, -1.638], [0.432, -5.929, -6.618], [-1.035, -3.564, -4.399], [1.836, -9.115, -3.844], [-8.267, 3.150, -1.423], [-8.893, 4.268, -1.042], [-9.893, 4.943, -1.925], [-10.454, 5.948, -1.532], [-10.152, 4.358, -3.241], [-9.523, 3.242, -3.622], [-8.544, 2.553, -2.728], [-8.006, 1.528, -3.107], [-9.743, 2.687, -4.830], [-8.653, 4.838, 0.154], [-7.544, 2.652, -0.792], [-10.864, 4.864, -3.878], [-9.174, 1.894, -4.861], [-9.229, 5.627, 0.188]]
}


{
  "formula": "C33H41CsN4O2",
  "method": "ωB97M-V with the def2-TZVPD basis set",
  "relative_energy_kj_mol": 21.39,
  "spin_multiplicity": 1,
  "species": ["Cs", "C", "C", "C", "C", "C", "C", "C", "C", "C", "C", "C", "C", "N", "C", "C", "C", "C", "C", "N", "C", "C", "C", "C", "H", "H", "H", "H", "H", "H", "H", "H", "H", "H", "H", "H", "H", "H", "H", "H", "H", "H", "H", "H", "H", "H", "H", "H", "H", "H", "H", "H", "H", "O", "C", "C", "C", "C", "N", "C", "C", "C", "C", "C", "C", "O", "C", "C", "N", "H", "H", "H", "H", "H", "H", "H", "H", "H", "H", "H", "H"],
  "xyz": [[0.067, 0.231, 0.459], [0.214, 6.593, -0.083], [-0.677, 6.291, -1.288], [-2.036, 5.748, -0.850], [-0.011, 5.432, -2.350], [0.182, 5.976, -3.611], [0.751, 5.238, -4.638], [1.137, 3.936, -4.396], [0.981, 3.348, -3.141], [1.442, 1.910, -2.981], [0.715, 0.963, -3.934], [2.958, 1.803, -3.162], [0.410, 4.110, -2.113], [0.149, 3.574, -0.825], [1.152, 3.225, -0.103], [1.005, 2.804, 1.271], [-0.026, 3.125, 2.160], [0.225, 2.362, 3.308], [1.389, 1.619, 3.041], [1.868, 1.893, 1.809], [2.069, 0.610, 3.948], [2.826, 1.355, 5.055], [3.058, -0.251, 3.164], [1.018, -0.305, 4.587], [-0.261, 7.356, 0.538], [1.188, 6.973, -0.394], [0.373, 5.719, 0.544], [-0.862, 7.252, -1.783], [-1.931, 4.800, -0.327], [-2.696, 5.595, -1.706], [-2.518, 6.462, -0.177], [-0.128, 6.999, -3.791], [0.884, 5.676, -5.618], [1.572, 3.353, -5.199], [1.219, 1.577, -1.966], [0.941, 1.187, -4.978], [-0.368, 1.028, -3.813], [1.023, -0.070, -3.753], [3.250, 2.121, -4.164], [3.298, 0.772, -3.031], [3.491, 2.433, -2.450], [2.172, 3.211, -0.510], [-0.824, 3.831, 1.989], [-0.334, 2.382, 4.232], [3.583, 2.009, 4.621], [3.322, 0.653, 5.731], [2.145, 1.974, 5.640], [3.802, 0.361, 2.659], [2.549, -0.840, 2.396], [3.561, -0.949, 3.837], [0.290, 0.266, 5.165], [1.492, -1.028, 5.259], [0.467, -0.867, 3.826], [-1.219, -5.355, 5.830], [-0.017, -4.720, 5.419], [-0.250, -4.072, 4.084], [0.709, -4.095, 3.087], [0.452, -3.426, 1.899], [-0.668, -2.759, 1.650], [-1.602, -2.751, 2.609], [-1.434, -3.390, 3.829], [-2.851, -1.979, 2.340], [-4.080, -2.456, 2.779], [-5.218, -1.693, 2.557], [-6.575, -2.182, 2.980], [-6.433, -3.026, 4.109], [-5.067, -0.477, 1.909], [-3.801, -0.090, 1.499], [-2.710, -0.818, 1.697], [-1.110, -5.665, 6.733], [0.806, -5.439, 5.342], [0.274, -3.949, 6.143], [1.648, -4.615, 3.222], [1.193, -3.430, 1.106], [-2.206, -3.342, 4.582], [-4.152, -3.407, 3.286], [-7.032, -2.732, 2.147], [-7.215, -1.322, 3.205], [-7.292, -3.397, 4.327], [-5.914, 0.171, 1.728], [-3.659, 0.863, 0.999]]
}


{
  "formula": "C4H5NO2",
  "method": "ωB97M-V with the def2-TZVPD basis set",
  "relative_energy_kj_mol": 224.60,
  "smiles": "O=C/C=N\\CC=O",
  "spin_multiplicity": 1,
  "species": ["O", "C", "C", "C", "N", "C", "O", "H", "H", "H", "H", "H"],
  "xyz": [[-1.802, -0.433, 0.874], [-1.012, -1.255, 0.555], [-0.005, 1.030, -1.165], [0.600, 1.100, 0.187], [1.223, -0.131, 0.547], [0.533, -1.175, 0.453], [-0.042, -0.008, -1.801], [-1.430, -2.260, 0.379], [-0.253, 1.974, -1.661], [1.362, 1.887, 0.169], [-0.190, 1.410, 0.881], [1.015, -2.140, 0.581]]
}


{
  "formula": "C25H41As3IrN4S2",
  "method": "ωB97M-V with the def2-TZVPD basis set",
  "total_charge": 2,
  "relative_energy_kj_mol": 38.85,
  "spin_multiplicity": 2,
  "species": ["Ir", "C", "As", "C", "C", "C", "C", "C", "As", "C", "C", "C", "As", "C", "C", "H", "H", "H", "H", "H", "H", "H", "H", "H", "H", "H", "H", "H", "H", "H", "H", "H", "H", "H", "H", "H", "H", "H", "H", "H", "H", "H", "S", "C", "C", "C", "C", "N", "C", "C", "C", "S", "C", "N", "H", "H", "C", "C", "N", "C", "C", "N", "C", "C", "H", "H", "H", "H", "H", "H", "H", "H", "H", "H", "H", "H"],
  "xyz": [[-0.697, 0.259, -1.049], [-1.661, -3.681, -0.755], [-1.292, -1.955, 0.014], [-2.910, -1.698, 1.051], [-0.050, -2.255, 1.488], [1.440, -2.582, 1.261], [1.589, -3.839, 0.401], [2.210, -1.401, 0.661], [1.620, -0.553, -0.978], [1.900, -1.815, -2.415], [3.069, 0.671, -1.297], [1.999, -2.856, 2.674], [3.887, -3.362, 3.107], [5.003, -2.939, 1.548], [3.758, -5.299, 2.878], [-1.867, -4.356, 0.074], [-0.840, -4.059, -1.357], [-2.544, -3.595, -1.386], [-2.857, -2.288, 1.964], [-3.760, -2.039, 0.461], [-3.061, -0.649, 1.292], [-0.505, -3.065, 2.063], [-0.144, -1.350, 2.094], [1.217, -3.686, -0.614], [1.033, -4.669, 0.841], [2.634, -4.136, 0.332], [3.232, -1.698, 0.429], [2.274, -0.595, 1.399], [2.816, -2.375, -2.234], [2.000, -1.244, -3.338], [1.058, -2.494, -2.524], [3.976, 0.090, -1.456], [3.209, 1.353, -0.460], [2.856, 1.252, -2.194], [1.440, -3.689, 3.108], [1.802, -1.988, 3.309], [5.105, -1.860, 1.435], [4.657, -3.387, 0.614], [5.989, -3.344, 1.771], [2.918, -5.669, 3.465], [4.670, -5.750, 3.264], [3.631, -5.603, 1.838], [-0.087, 1.605, -2.895], [-1.600, 2.395, -3.120], [-1.683, 3.712, -3.600], [-2.912, 4.320, -3.727], [-2.983, 5.691, -4.158], [-3.014, 6.789, -4.491], [-4.099, 3.605, -3.415], [-4.031, 2.296, -2.985], [-2.782, 1.693, -2.808], [-2.643, 0.090, -2.176], [-5.379, 4.257, -3.500], [-6.401, 4.781, -3.525], [-0.781, 4.250, -3.862], [-4.937, 1.749, -2.761], [0.139, 3.043, -0.013], [0.013, 4.153, 1.071], [-0.906, 3.715, 2.104], [-2.239, 3.563, 1.549], [-2.210, 2.524, 0.379], [-0.839, 1.943, 0.285], [-0.489, 1.341, 1.604], [-0.448, 2.474, 2.689], [1.137, 2.604, -0.027], [-0.071, 3.438, -0.997], [-0.372, 5.072, 0.630], [0.983, 4.369, 1.517], [-2.583, 4.530, 1.187], [-2.916, 3.230, 2.334], [-2.450, 2.994, -0.569], [-2.916, 1.713, 0.556], [0.479, 0.843, 1.512], [-1.253, 0.603, 1.848], [0.566, 2.610, 3.063], [-1.093, 2.208, 3.524]]
}


{
  "formula": "C4H11NO2",
  "method": "ωB97M-V with the def2-TZVPD basis set",
  "relative_energy_kj_mol": 355.14,
  "smiles": "C[C@H](CO)NCO",
  "spin_multiplicity": 1,
  "species": ["C", "C", "C", "O", "N", "C", "O", "H", "H", "H", "H", "H", "H", "H", "H", "H", "H", "H"],
  "xyz": [[-0.709, 0.053, 1.609], [-0.308, 0.089, 0.105], [-1.511, 0.891, -0.507], [-1.846, 2.248, -0.210], [0.138, -1.161, -0.610], [1.595, -0.963, -0.986], [2.533, -1.324, -0.067], [-0.615, -0.899, 2.204], [0.107, 0.437, 2.356], [-1.717, 0.368, 1.856], [0.604, 0.678, 0.067], [-2.451, 0.357, -0.309], [-1.355, 0.837, -1.613], [-1.172, 2.844, -0.515], [0.216, -2.017, -0.098], [1.744, -1.839, -1.576], [1.590, -0.060, -1.597], [3.157, -0.540, -0.111]]
}


{
  "formula": "C44H57MnNPS",
  "method": "ωB97M-V with the def2-TZVPD basis set",
  "total_charge": 1,
  "spin_multiplicity": 6,
  "energy_ha": -3655.91103,
  "species": ["Mn", "C", "C", "C", "C", "C", "C", "H", "H", "H", "H", "H", "H", "C", "C", "C", "C", "C", "C", "C", "C", "C", "C", "C", "C", "C", "C", "C", "C", "C", "C", "C", "C", "C", "P", "C", "C", "C", "C", "C", "C", "C", "C", "H", "H", "H", "H", "H", "H", "H", "H", "H", "H", "H", "H", "H", "H", "H", "H", "H", "H", "H", "H", "H", "H", "H", "H", "H", "H", "H", "H", "H", "H", "H", "H", "H", "H", "H", "H", "H", "H", "H", "H", "H", "H", "H", "H", "H", "S", "C", "C", "C", "C", "C", "C", "C", "C", "C", "N", "H", "H", "H", "H", "H", "H"],
  "xyz": [[-0.738, 0.892, 0.735], [-2.553, -0.044, 2.812], [-2.412, 1.013, 3.649], [-1.075, 1.571, 4.029], [0.033, 0.637, 3.628], [-0.150, -0.398, 2.764], [-1.434, -0.699, 2.211], [-3.539, -0.443, 2.618], [-3.278, 1.451, 4.122], [-1.057, 1.718, 5.120], [0.988, 0.805, 4.107], [0.669, -1.081, 2.571], [-1.573, -1.673, 1.745], [-0.144, -3.977, 3.718], [1.010, -4.444, 2.822], [2.291, -4.596, 3.639], [1.167, -3.527, 1.634], [0.417, -3.750, 0.491], [0.557, -2.968, -0.644], [-0.143, -3.435, -1.907], [-1.583, -3.904, -1.655], [0.646, -4.596, -2.532], [1.432, -1.863, -0.630], [2.215, -1.626, 0.512], [2.061, -2.469, 1.613], [3.250, -0.526, 0.700], [4.124, -0.180, -0.502], [2.590, 0.733, 1.287], [1.744, -1.237, -1.947], [2.717, -1.941, -2.665], [3.103, -1.570, -3.935], [2.508, -0.468, -4.528], [1.563, 0.249, -3.826], [1.158, -0.110, -2.537], [-0.051, 0.989, -1.692], [-1.670, 0.740, -2.691], [-1.525, 0.447, -4.180], [-2.267, -0.492, -1.999], [-2.614, 1.931, -2.488], [0.654, 2.759, -1.999], [2.176, 2.693, -1.859], [0.104, 3.586, -0.825], [0.319, 3.492, -3.298], [-0.259, -4.664, 4.553], [-1.082, -3.955, 3.166], [0.049, -2.982, 4.115], [0.740, -5.432, 2.435], [2.517, -3.691, 4.199], [3.133, -4.834, 2.994], [2.170, -5.406, 4.352], [-0.256, -4.592, 0.471], [-0.154, -2.620, -2.639], [-1.591, -4.901, -1.224], [-2.124, -3.950, -2.598], [-2.115, -3.237, -0.979], [0.842, -5.365, -1.789], [1.597, -4.258, -2.933], [0.072, -5.045, -3.340], [2.689, -2.304, 2.476], [3.940, -0.899, 1.466], [3.560, 0.259, -1.314], [4.631, -1.065, -0.874], [4.883, 0.535, -0.188], [1.583, 0.906, 0.843], [3.208, 1.606, 1.098], [2.470, 0.638, 2.362], [3.188, -2.792, -2.191], [3.852, -2.137, -4.465], [2.780, -0.163, -5.528], [1.115, 1.108, -4.293], [-0.856, -0.389, -4.366], [-1.166, 1.313, -4.729], [-2.502, 0.187, -4.586], [-1.662, -1.366, -2.216], [-3.281, -0.685, -2.344], [-2.278, -0.349, -0.901], [-2.503, 2.675, -3.270], [-2.441, 2.404, -1.522], [-3.649, 1.596, -2.515], [2.458, 2.127, -0.978], [2.582, 3.697, -1.754], [2.642, 2.241, -2.730], [0.243, 3.048, 0.136], [-0.955, 3.801, -0.953], [0.626, 4.537, -0.749], [0.646, 2.955, -4.182], [0.845, 4.447, -3.302], [-0.740, 3.707, -3.386], [-0.594, 5.182, 2.176], [0.570, 4.880, 3.399], [0.397, 3.669, 3.982], [-0.699, 2.934, 3.452], [-1.323, 3.620, 2.441], [-2.584, 3.299, 1.779], [-3.683, 4.131, 1.989], [-4.910, 3.771, 1.470], [-4.996, 2.581, 0.760], [-3.847, 1.845, 0.550], [-2.647, 2.195, 1.022], [1.317, 5.619, 3.614], [1.015, 3.310, 4.783], [-3.558, 5.028, 2.575], [-5.777, 4.390, 1.636], [-5.935, 2.229, 0.365], [-3.885, 0.928, -0.018]]
}


{
  "formula": "C3H7N2O2S",
  "method": "ωB97M-V with the def2-TZVPD basis set",
  "total_charge": 1,
  "relative_energy_kj_mol": 602.64,
  "spin_multiplicity": 1,
  "species": ["C", "C", "C", "N", "N", "O", "O", "S", "H", "H", "H", "H", "H", "H", "H"],
  "xyz": [[1.607, -0.388, 0.266], [-2.253, 0.786, -0.753], [-0.894, -0.276, 1.323], [1.750, 0.917, -0.056], [2.211, -1.444, -0.174], [0.748, 1.047, -0.781], [2.417, 1.802, 0.455], [-1.305, 1.215, 0.702], [-2.741, -0.164, -0.492], [-1.624, 0.554, -1.662], [-2.982, 1.535, -0.952], [-1.305, -1.089, 0.871], [-0.171, -0.581, 2.177], [1.750, -2.427, 0.135], [2.793, -1.486, -1.061]]
}


{
  "formula": "C5H8S",
  "method": "ωB97M-V with the def2-TZVPD basis set",
  "relative_energy_kj_mol": 211.48,
  "smiles": "C=CC/C=C\\S",
  "spin_multiplicity": 1,
  "species": ["C", "C", "C", "C", "C", "S", "H", "H", "H", "H", "H", "H", "H", "H"],
  "xyz": [[-0.277, 1.063, -0.882], [-1.455, 1.043, -0.140], [0.984, -0.922, 0.252], [1.096, -0.481, 1.465], [0.640, -0.137, -0.939], [-2.209, -0.163, 0.901], [-0.213, 1.996, -1.461], [-2.196, 1.813, -0.105], [1.137, -1.882, -0.113], [0.789, 0.589, 1.592], [1.182, -1.221, 2.339], [0.351, -0.841, -1.734], [1.607, 0.194, -1.436], [-1.434, -1.051, 0.261]]
}


What is the formula in the eighth record?
C5H8S